The ion CH8N4 with charge +2 at a distorted geometry. Source: OMol25; level of theory: ωB97M-V with the def2-TZVPD basis set.

```
13
CH8N4 ωB97M-V with the def2-TZVPD basis set
N -1.062 0.805 -0.047
N -1.160 -0.496 0.166
C -0.035 -1.276 -0.325
N 1.065 -0.475 0.196
N 1.140 0.828 0.107
H -0.962 1.131 -1.119
H -1.625 1.480 0.489
H -1.776 -0.815 0.959
H -0.063 -2.294 0.148
H -0.038 -1.507 -1.408
H 1.555 -0.914 0.977
H 1.357 1.460 0.880
H 1.436 1.343 -0.705
```

E_HOMO (spin up / spin down) = -0.754 / -0.758 hartree
total charge = +2
orbital gap (spin up / spin down) = 8.573 / 8.795 eV
energy relative to the best compared isomer or geometry (same formula, charge and spin) = 94.9 kJ/mol
SMILES string = NNC[NH+]=[NH2+]
LUMO energy (spin up / spin down) = -11.950 / -11.840 eV

---

The molecule C2H3NO2 at a distorted geometry. Source: OMol25; level of theory: ωB97M-V with the def2-TZVPD basis set.

```
8
C2H3NO2 ωB97M-V with the def2-TZVPD basis set
C 0.906 0.502 -2.041
N 0.388 -0.204 -1.070
O -0.218 0.376 0.060
C -0.443 -0.492 1.044
O -0.662 -0.214 2.191
H 0.743 1.642 -2.376
H 1.008 -0.102 -2.887
H -0.205 -1.470 0.740
```

E_HOMO = -0.401 hartree
orbital gap = 11.220 eV
energy relative to the best compared isomer or geometry (same formula, charge and spin) = 312.8 kJ/mol
SMILES string = C=NOC=O
LUMO energy = 0.317 eV